Computed, not measured: C5H10BNO as an isolated structure at a distorted geometry, with ωB97M-V with the def2-TZVPD basis set.

Results
Maximum force ... 0.115 Eh/bohr
Orbital gap ... 9.484 eV
E_HOMO ... -8.83 eV

The geometry in XYZ format:
```
18
Properties=species:S:1:pos:R:3:forces:R:3
B -1.0994 1.1448 0.5311 1.42 1.50 3.23
C 0.6046 -1.3817 -1.2054 0.14 0.13 -0.21
C 1.3558 -2.2665 -1.8254 1.44 -0.23 -0.41
C 0.8405 -0.5975 0.0571 0.36 -1.94 0.40
C -0.8076 -0.9476 -1.5460 -0.02 1.11 4.85
C -0.3599 2.0014 1.7419 -2.90 1.38 -1.43
N -0.3833 0.0738 0.0745 -3.54 -0.67 -4.66
O -2.3910 1.4194 0.2414 -2.53 0.15 -0.47
H 0.8933 -2.8038 -2.6645 0.66 0.12 0.21
H 2.4742 -2.3865 -1.5735 -2.09 -0.15 -0.33
H 0.6549 -1.3135 0.9135 1.82 0.40 -0.52
H 1.7688 -0.0205 -0.0023 -0.04 0.01 0.75
H -1.0793 -0.1189 -2.1477 0.34 0.39 -1.06
H -1.6475 -1.6412 -1.3684 0.55 0.26 -0.12
H -0.7111 1.6986 2.7037 -0.77 -0.14 0.78
H -0.4327 3.1250 1.6766 -0.24 -1.06 -0.04
H 0.6248 1.7999 1.8028 3.64 -0.71 -0.08
H -3.0369 1.8498 0.8604 1.77 -0.54 -0.88
```
Positions in Å, forces in eV/Å.


Computed, not measured: a 2-piece molecular cluster, C4H11NO overall at a distorted geometry, with ωB97M-V with the def2-TZVPD basis set.

Results
Maximum force ... 0.025 Eh/bohr
SMILES string ... C=CO.CNC
Orbital gap ... 9.373 eV
E_HOMO ... -8.39 eV

The geometry in XYZ format:
```
17
Properties=species:S:1:pos:R:3:forces:R:3
C 1.8529 0.4418 1.8120 1.19 0.44 -0.28
C 2.3908 0.0511 0.6471 -0.47 0.11 0.27
O 1.7345 0.0599 -0.5294 -0.08 -0.09 0.36
H 2.4805 0.2840 2.6784 -0.14 0.27 0.16
H 1.0986 1.2191 1.8343 -0.57 -0.61 0.15
H 3.4251 -0.2696 0.5852 -0.13 -0.47 -0.11
H 0.7643 0.1051 -0.2906 0.32 0.59 -0.67
C -1.3999 -0.7911 0.3797 -0.11 0.46 0.20
N -0.9979 0.3689 -0.4274 -0.23 -0.65 0.40
C -1.3082 0.2018 -1.8420 0.05 -0.06 0.24
H -0.8148 -1.6545 0.0873 0.25 -0.15 0.05
H -2.4515 -1.0737 0.2934 -0.21 0.11 -0.18
H -1.2123 -0.5385 1.4243 0.11 -0.27 -0.02
H -1.4732 1.1826 -0.0539 0.17 0.07 -0.16
H -2.3895 0.1442 -2.0073 0.04 0.22 -0.27
H -0.8190 1.0018 -2.3920 -0.32 0.11 -0.21
H -0.8805 -0.7330 -2.1991 0.11 -0.09 0.07
```
Positions in Å, forces in eV/Å.


Computed, not measured: C22H19N4O4PSTi as an isolated structure, with ωB97M-V with the def2-TZVPD basis set.

Results
Total charge ... +2
Maximum force ... 0.015 Eh/bohr
Orbital gap ... 6.180 eV
E_HOMO ... -14.75 eV

The geometry in XYZ format:
```
52
Properties=species:S:1:pos:R:3:forces:R:3
Ti -0.6064 0.1420 0.0320 0.64 -0.35 0.18
N 3.9419 -0.8886 -1.3053 -0.02 -0.03 0.04
C 2.8142 -0.3329 -0.8302 0.02 0.02 -0.09
S 2.2040 0.9135 -2.0236 -0.04 -0.01 0.08
N 2.3466 -0.6188 0.3177 -0.06 0.08 0.00
N 1.2870 0.0878 0.8902 0.06 -0.10 -0.10
C 1.4614 0.3787 2.1462 -0.09 0.07 -0.02
C 0.5325 1.1052 2.9508 0.09 -0.03 0.05
C 0.8317 1.3008 4.3114 -0.04 0.03 0.01
C 0.0036 2.0659 5.1001 0.07 -0.04 0.01
C -1.1188 2.6725 4.5373 -0.09 0.05 -0.04
C -1.4327 2.5162 3.1955 0.06 -0.03 0.08
C -0.6169 1.7195 2.4162 -0.09 0.00 -0.31
O -0.8930 1.5460 1.0946 -0.18 0.28 0.17
H 4.1577 -0.9076 -2.2883 0.00 0.00 0.00
H 4.4564 -1.5103 -0.6978 0.01 0.00 -0.01
H 2.4006 0.0650 2.5944 0.00 0.00 0.02
H 1.7174 0.8383 4.7281 0.00 0.00 0.01
H 0.2253 2.2060 6.1482 0.00 0.00 0.00
H -1.7606 3.2836 5.1582 0.00 0.00 0.00
H -2.2954 2.9942 2.7540 0.00 0.00 0.00
O -2.1128 -3.0473 1.9115 -0.01 -0.04 0.02
C -1.7718 -2.4985 0.9281 0.11 0.17 -0.12
O -1.0869 -1.2803 0.9806 -0.13 -0.14 0.15
C -2.0021 -2.9354 -0.5062 -0.02 -0.04 0.02
P -1.5083 -1.6094 -1.6588 -0.19 -0.02 -0.12
C -2.8242 -0.3657 -1.6804 0.00 0.04 0.08
C -2.9920 0.4426 -2.8131 0.04 -0.03 -0.01
C -3.7866 1.5723 -2.7493 -0.01 0.01 -0.01
C -4.4001 1.9364 -1.5543 0.00 0.00 0.00
C -4.2437 1.1462 -0.4293 -0.03 -0.06 0.02
C -3.4616 -0.0060 -0.4814 -0.15 0.07 -0.06
C -1.2916 -2.2934 -3.2956 0.08 0.03 -0.05
C -2.3941 -2.6483 -4.0754 -0.03 0.00 0.02
C -2.1938 -3.2276 -5.3165 0.02 0.00 0.00
C -0.9025 -3.4556 -5.7782 0.00 -0.01 -0.01
C 0.1955 -3.1076 -5.0041 -0.02 0.01 0.01
C 0.0027 -2.5232 -3.7620 0.01 0.00 -0.01
H -3.0387 -3.2519 -0.6305 0.00 -0.02 0.02
H -1.3729 -3.8074 -0.7045 -0.01 -0.01 0.01
H -2.5088 0.1763 -3.7450 0.00 0.00 0.00
H -3.9294 2.1755 -3.6359 0.00 0.00 0.00
H -5.0147 2.8250 -1.5096 0.00 0.00 -0.01
H -4.7512 1.4020 0.4912 0.00 0.00 0.00
H -3.4419 -0.6465 0.3918 0.06 0.01 0.01
H -3.4022 -2.4719 -3.7192 0.01 0.00 0.00
H -3.0440 -3.5050 -5.9243 0.00 0.00 0.00
H -0.7525 -3.9101 -6.7483 0.00 0.00 0.00
H 1.1964 -3.2945 -5.3683 0.00 0.00 0.00
H 0.8580 -2.2607 -3.1485 0.00 0.00 0.00
O -0.2827 1.4676 -1.9094 0.05 0.22 -0.10
N 0.6427 0.8063 -1.4989 -0.10 -0.14 0.04
```
Positions in Å, forces in eV/Å.


Computed, not measured: an isolated ion of composition C3H7N4 and charge +1 at a distorted geometry, with ωB97M-V with the def2-TZVPD basis set.

Results
Total charge ... +1
Maximum force ... 0.065 Eh/bohr
SMILES string ... N[N@@H+]1CC=NC=N1
Orbital gap ... 9.879 eV
E_HOMO ... -14.77 eV

The geometry in XYZ format:
```
14
Properties=species:S:1:pos:R:3:forces:R:3
N -0.2870 -0.2543 1.7137 -2.04 2.31 1.32
N 0.1665 -0.4644 0.4441 2.06 0.93 -0.26
C 0.2767 0.8617 -0.2464 2.64 1.91 0.19
C 0.6086 0.5865 -1.6777 -0.45 -0.06 -0.04
N 0.2598 -0.5021 -2.1926 -0.03 -1.20 -1.79
C -0.5396 -1.4277 -1.5125 0.63 3.05 -0.29
N -0.5483 -1.4504 -0.2573 -2.02 -2.09 1.12
H -0.1743 -0.9673 2.4365 -0.32 -0.05 -0.89
H -1.1757 0.3222 1.6549 1.41 -1.54 0.70
H 1.1177 -0.7566 0.5397 1.16 -0.79 0.08
H 0.9892 1.7175 0.2109 -1.01 -2.80 -0.49
H -0.6301 1.3220 -0.0883 -2.51 1.00 -0.20
H 1.1101 1.2660 -2.3561 0.32 0.41 0.50
H -1.3149 -1.8673 -2.1130 0.16 -1.06 0.05
```
Positions in Å, forces in eV/Å.


Computed, not measured: C37H35N5OSe2SiTc as an isolated structure, with ωB97M-V with the def2-TZVPD basis set.

Results
Total charge ... +2
Maximum force ... 0.004 Eh/bohr
Orbital gap (spin up / spin down) ... 7.761 / 5.766 eV
E_HOMO (spin up / spin down) ... -13.34 / -13.23 eV
2S+1 ... 4

The geometry in XYZ format:
```
82
Properties=species:S:1:pos:R:3:forces:R:3
Tc -1.0362 -0.4335 0.6852 0.05 0.11 0.06
Se -0.4411 1.3438 4.5699 0.03 0.00 -0.01
Se 0.3987 0.9924 2.3905 -0.09 -0.02 -0.03
C 1.0432 -0.8063 2.6711 0.00 -0.01 0.00
C 2.0352 -1.2085 3.5394 0.00 -0.01 -0.01
C 2.3368 -2.5648 3.5825 0.00 0.00 0.00
C 1.6516 -3.4460 2.7588 0.01 0.00 0.00
C 0.6793 -2.9503 1.9079 0.02 0.01 0.00
N 0.3791 -1.6491 1.8677 0.03 -0.06 0.00
C -1.6724 2.7165 3.9724 0.00 -0.01 0.02
C -1.9512 3.7788 4.8149 -0.02 0.02 -0.01
C -2.8891 4.6998 4.3673 0.01 -0.02 0.00
C -3.4623 4.5301 3.1165 -0.01 0.00 -0.01
C -3.0859 3.4384 2.3482 -0.01 0.01 0.00
N -2.2087 2.5296 2.7811 0.02 0.01 -0.01
H 2.5541 -0.4903 4.1589 0.00 0.00 0.00
H 3.1043 -2.9282 4.2528 0.00 0.00 0.00
H 1.8670 -4.5047 2.7726 0.00 0.00 0.00
H 0.1214 -3.5946 1.2397 0.00 0.00 0.00
H -1.4548 3.8903 5.7687 0.00 0.00 0.00
H -3.1550 5.5461 4.9863 0.00 0.00 0.00
H -4.1866 5.2349 2.7337 0.00 0.00 0.01
H -3.4911 3.2675 1.3573 0.01 0.00 0.01
C -4.1648 -1.2100 3.6337 0.01 0.02 0.00
C -4.8977 -2.2250 3.0446 -0.01 -0.01 0.01
C -4.5117 -2.7044 1.8034 0.01 0.01 -0.02
C -3.4002 -2.1618 1.1836 -0.01 0.01 0.04
N -2.6773 -1.1873 1.7761 -0.06 -0.04 0.02
C -3.0615 -0.7152 2.9670 0.00 0.00 -0.03
C -2.9253 -2.5645 -0.1513 0.01 -0.01 -0.03
C -3.5423 -3.5314 -0.9281 0.01 -0.01 -0.02
C -3.0330 -3.8255 -2.1811 -0.01 0.00 0.01
C -1.9150 -3.1410 -2.6258 0.02 0.00 0.00
C -1.3457 -2.1891 -1.8033 0.01 -0.01 0.00
N -1.8329 -1.9062 -0.5904 -0.07 -0.08 0.02
H -4.4383 -0.7977 4.5940 0.00 0.00 0.00
H -5.7663 -2.6376 3.5394 0.00 0.00 0.00
H -5.0805 -3.4866 1.3245 0.00 0.00 0.00
H -2.4641 0.0851 3.3768 0.00 0.00 0.01
H -4.4175 -4.0481 -0.5649 0.00 0.00 0.00
H -3.5065 -4.5754 -2.7997 0.00 0.00 0.00
H -1.4803 -3.3331 -3.5963 0.00 0.00 0.00
H -0.4725 -1.6353 -2.1091 0.03 0.03 -0.01
C -0.4617 1.1738 -3.4657 -0.01 -0.06 0.02
C 0.6006 2.0286 -2.8399 0.01 0.07 -0.03
C 0.1202 3.0007 -1.8069 0.03 0.02 0.08
C 1.7032 2.5346 -3.7221 0.03 -0.03 0.01
Si 1.6158 0.4542 -1.5095 -0.18 -0.04 0.01
O 0.4428 0.1450 -0.4819 0.21 -0.03 -0.02
C 2.0364 -1.0450 -2.5181 0.01 0.04 -0.06
C 2.1912 -2.2030 -1.7421 0.01 0.01 0.04
C 2.5763 -3.4040 -2.3169 0.00 -0.01 -0.01
C 2.8032 -3.4735 -3.6846 0.00 0.00 0.01
C 2.6520 -2.3394 -4.4693 -0.01 0.02 -0.01
C 2.2777 -1.1351 -3.8903 -0.01 -0.03 0.04
C 3.0572 1.4185 -0.9193 0.02 0.03 -0.06
C 4.3020 1.1344 -1.4949 0.00 -0.02 0.02
C 5.4329 1.8344 -1.1024 0.01 0.00 0.01
C 5.3308 2.8280 -0.1394 -0.01 0.00 0.00
C 4.0996 3.1253 0.4357 0.02 0.00 0.00
C 2.9695 2.4298 0.0440 -0.02 0.00 0.03
H -1.0738 1.8291 -4.1018 0.03 0.03 0.00
H -1.1436 0.7591 -2.7220 0.01 0.00 0.00
H -0.0606 0.3906 -4.1080 -0.01 -0.01 0.00
H -0.4607 3.7675 -2.3397 -0.01 -0.02 -0.03
H 0.9428 3.5171 -1.3126 -0.04 -0.01 -0.04
H -0.5584 2.5529 -1.0821 0.01 0.02 -0.02
H 1.2558 3.2498 -4.4260 -0.04 0.00 0.02
H 2.1741 1.7642 -4.3282 0.01 -0.04 -0.03
H 2.4680 3.0657 -3.1581 -0.01 0.00 0.00
H 2.0161 -2.1647 -0.6711 0.00 0.00 0.01
H 2.7060 -4.2838 -1.7001 0.00 0.00 0.00
H 3.1040 -4.4084 -4.1384 0.00 0.00 0.00
H 2.8320 -2.3894 -5.5349 0.00 0.00 0.00
H 2.1728 -0.2709 -4.5301 0.01 0.05 -0.02
H 4.3936 0.3542 -2.2422 0.00 0.01 0.00
H 6.3918 1.6041 -1.5466 0.00 0.00 0.00
H 6.2125 3.3772 0.1630 0.00 0.00 0.00
H 4.0248 3.9055 1.1814 0.00 0.00 0.00
H 2.0130 2.6818 0.4858 0.02 -0.03 0.02
N -3.0391 1.6800 -0.6419 0.01 -0.02 -0.03
C -2.3240 0.9094 -0.1590 -0.05 0.06 0.03
```
Positions in Å, forces in eV/Å.


Computed, not measured: an isolated ion of composition C4H7N2O2 and charge +1 at a distorted geometry, with ωB97M-V with the def2-TZVPD basis set.

Results
Total charge ... +1
Maximum force ... 0.080 Eh/bohr
Orbital gap (spin up / spin down) ... 8.251 / 8.723 eV
E_HOMO (spin up / spin down) ... -15.58 / -15.32 eV

The geometry in XYZ format:
```
15
Properties=species:S:1:pos:R:3:forces:R:3
C 2.1125 0.0207 0.1644 1.32 1.39 0.46
C 3.2166 -1.1044 0.2698 0.79 2.36 0.78
C -0.9495 0.7847 0.6060 -3.25 -1.40 -0.49
C -0.4053 -0.4063 -0.2041 -1.94 -0.89 3.50
N 1.7007 -2.4489 -0.8089 -1.58 1.52 -0.94
N 1.0174 -0.3702 -0.1800 -0.46 -2.50 -0.72
O 4.1874 -0.8992 0.8908 0.10 -0.54 0.20
O 2.9484 -2.0754 -0.5676 -0.16 -2.01 -2.11
H 2.6341 1.0315 0.4384 -1.57 -1.55 -0.29
H -0.7792 1.6492 -0.0238 -0.04 0.65 0.77
H -2.1196 0.6125 0.7899 2.36 0.49 -1.03
H -0.6549 0.7497 1.6375 0.98 0.54 0.25
H -0.8525 -0.4791 -1.1316 -0.02 0.57 -2.64
H -0.9360 -1.3927 0.1928 2.19 1.46 -0.05
H 1.4889 -2.3760 -1.9046 1.27 -0.09 2.31
```
Positions in Å, forces in eV/Å.


Let's list total energy in order: -9559.3761; -7862.6341; -80496.7791; -9174.1376; -189192.7603; -11322.9550 eV.
Let's list energy relative to the best compared isomer or geometry (same formula, charge and spin) in order: 68.7; 44.3; 0.5; 101.0; 0.0; 156.1 kcal per mole.